Version 1
Here is a cluster of 2 separate species, C8H13NO3S2 in total from OMol25. Energies are from ωB97M-V/def2-TZVPD.

Each line ends with the natural charge from an NBO analysis.
Positions of all 27 atoms, in Å:
S 1.24 -2.22 0.16  0.193
S 2.48 0.33 1.31  -0.042
O -0.37 1.65 -1.50  -0.508
O 0.68 -0.80 -3.38  -0.659
O 0.84 -3.06 -3.41  -0.571
N 2.39 -0.47 -1.42  -0.735
C 1.70 -0.48 -0.16  -0.215
C -1.45 0.78 0.53  -0.400
C 2.46 -2.90 -1.05  -0.509
C -0.79 0.31 1.83  -0.612
C -0.49 0.95 -0.56  0.671
C -2.53 -0.25 0.06  -0.581
C 2.45 -1.80 -2.12  -0.175
C 1.18 -1.98 -3.04  0.786
H 3.28 -2.92 -0.37  0.228
H 1.04 -0.20 -2.74  0.509
H -2.94 0.15 -0.98  0.225
H 3.31 -1.81 -2.71  0.234
H 3.13 0.26 -1.62  0.420
H -1.50 0.35 2.72  0.220
H 2.14 -3.90 -1.28  0.261
H 0.09 1.01 2.18  0.240
H -2.05 -1.30 -0.16  0.225
H -1.96 1.80 0.59  0.229
H -0.46 -0.71 1.73  0.220
H 2.74 1.64 0.91  0.135
H -3.16 -0.33 0.84  0.212

Properties
* total charge: 0

Version 2
Here is the molecule C8H13NO3S2 from OMol25. Energies are from ωB97M-V/def2-TZVPD.

Each line ends with the natural charge from an NBO analysis.
Positions of all 27 atoms, in Å:
S 0.57 -1.50 1.11  0.986
S 2.88 -2.97 -1.11  0.237
O -1.29 -0.63 -0.59  -0.601
O -0.14 0.62 2.19  -0.638
O 0.67 0.29 -1.10  -0.500
N 0.95 -0.31 2.16  -0.582
C 2.56 -3.57 0.66  -0.497
C 2.06 -1.56 -1.52  -0.476
C -2.36 2.03 -0.48  -0.412
C 2.18 -2.30 1.44  -0.581
C -0.64 0.37 -0.95  0.816
C 1.21 -0.93 -0.77  0.136
C -1.15 1.71 -1.38  -0.506
C -2.97 3.38 -0.54  -0.609
H -2.00 1.69 0.53  0.225
H -0.55 0.70 3.05  0.463
H -0.33 2.42 -1.18  0.234
H -1.35 1.74 -2.44  0.238
H -2.52 4.12 0.05  0.205
H -2.94 3.72 -1.54  0.203
H 1.72 -4.25 0.49  0.227
H 2.05 -2.63 2.59  0.249
H 2.98 -1.59 1.32  0.250
H -3.28 1.32 -0.54  0.220
H -4.04 3.46 -0.11  0.211
H 2.29 -1.21 -2.46  0.246
H 3.44 -4.11 1.13  0.256

Properties
* total charge: 0

Relative energies with respect to the most stable structure, expressed in kcal/mol: version 1 0.0; version 2 52.4.

Version 1
Here is a cluster of 2 separate species, C6H12NS in total from OMol25. Energies are from ωB97M-V/def2-TZVPD.

Each line ends with the natural charge from an NBO analysis.
Positions of all 20 atoms, in Å:
S 0.44 0.80 2.60  0.158
N 1.03 -1.59 0.73  -0.721
C -0.82 -1.39 -1.07  -0.444
C 0.08 2.53 0.28  -0.443
C -0.17 1.35 1.09  -0.086
C 0.22 -0.82 -0.21  0.050
C -1.33 2.14 0.70  -0.449
C 0.44 -0.78 -1.66  -0.446
H 1.17 -1.44 -2.11  0.226
H -1.75 -0.85 -1.20  0.240
H 0.34 2.41 -0.76  0.249
H 0.56 3.38 0.74  0.248
H -0.73 0.39 3.11  0.154
H 0.34 0.16 -2.19  0.238
H 1.03 -1.05 1.64  0.430
H -1.83 2.71 1.47  0.247
H 2.00 -1.69 0.41  0.440
H 0.64 -2.53 0.90  0.436
H -2.00 1.77 -0.06  0.250
H -0.95 -2.47 -1.11  0.224

Properties
* total charge: +1

Version 2
Here is the ion C6H12NS with charge +1 from OMol25. Energies are from ωB97M-V/def2-TZVPD.

Each line ends with the natural charge from an NBO analysis.
Positions of all 20 atoms, in Å:
S 2.33 -1.95 0.21  0.574
N 2.17 -0.30 -0.18  -0.424
C 0.49 -2.29 -0.04  -0.505
C -0.43 -1.31 -0.78  -0.414
C -1.03 -0.48 0.42  -0.392
C 2.57 2.24 -0.52  -0.732
C -1.87 0.68 -0.16  -0.607
C 2.38 0.84 -0.21  0.632
H -1.60 -1.13 1.04  0.215
H 1.69 2.70 -0.97  0.308
H 0.16 -0.70 -1.55  0.208
H -1.28 -1.77 -1.29  0.246
H -2.50 1.17 0.67  0.237
H 2.54 2.70 0.40  0.288
H 3.44 2.22 -1.20  0.304
H -0.23 0.04 0.92  0.178
H -2.44 0.06 -0.91  0.209
H -1.23 1.34 -0.74  0.194
H 0.49 -3.21 -0.64  0.249
H -0.02 -2.43 0.86  0.233

Properties
* total charge: +1

Version 3
Here is a structure of composition C6H12NS from OMol25. Energies are from ωB97M-V/def2-TZVPD.

Each line ends with the natural charge from an NBO analysis.
Positions of all 20 atoms, in Å:
S -2.20 0.23 -1.36  0.011
N -0.06 -1.92 -0.30  -0.699
C -0.76 0.52 -0.29  -0.171
C 1.39 -0.18 -1.57  -0.418
C -1.18 0.89 1.68  -0.316
C 1.78 -0.11 -0.13  -0.418
C 0.33 -0.42 -0.43  0.041
C -0.72 1.73 0.58  -0.485
H -2.26 0.91 1.87  0.215
H -2.64 1.45 -1.70  0.168
H -0.24 -1.95 0.74  0.456
H 2.27 -0.95 0.41  0.231
H 0.26 2.32 0.65  0.233
H -1.60 2.43 0.41  0.256
H -0.76 0.45 2.54  0.218
H 2.06 0.87 0.22  0.262
H -0.88 -2.27 -0.69  0.447
H 1.42 0.77 -2.23  0.283
H 0.87 -2.26 -0.67  0.461
H 1.85 -1.12 -2.04  0.225

Properties
* total charge: +1

Relative energies with respect to the most stable structure, expressed in kcal/mol: version 1 43.0; version 2 0.0; version 3 38.2.